1.
This record from the OMol25 dataset describes a structure of composition C39H60Br2N4P2SSiTi. The level of theory is wB97M-V/def2-TZVPD.

Calculated values
* 2S+1: 3
* ΔE to the lowest compared entry with this formula, charge and spin: 0.0 kJ/mol
* total energy: -9109.0888 Ha

Structure (XYZ):
```
110
Properties=species:S:1:pos:R:3:forces:R:3
Ti 0.656 0.376 -1.355 -0.143 -0.559 -0.219
C -0.279 3.788 -2.872 -0.133 -0.084 -0.068
C -1.210 2.707 -3.457 0.112 0.112 0.123
C -2.414 3.395 -4.101 0.010 -0.037 -0.018
P -1.466 1.439 -2.115 -0.362 0.467 0.136
C -2.924 0.319 -2.427 -0.023 0.059 0.035
C -3.531 0.405 -3.824 -0.032 -0.047 -0.025
C -3.995 0.413 -1.340 0.005 0.015 -0.050
C -1.825 2.493 -0.687 -0.076 -0.076 -0.207
C -2.882 3.398 -0.602 0.011 -0.047 0.049
C -2.976 4.334 0.416 -0.080 0.031 -0.035
C -4.116 5.318 0.489 0.103 -0.057 0.011
C -1.936 4.358 1.340 0.017 0.004 0.027
C -0.881 3.467 1.276 0.214 0.036 -0.132
C -0.808 2.478 0.277 -0.020 0.059 0.380
N 0.208 1.496 0.237 -0.109 0.455 0.170
C 1.246 1.709 1.219 0.021 0.082 0.312
C 2.178 2.704 0.930 -0.019 -0.063 -0.036
C 3.148 3.100 1.832 0.008 0.103 -0.009
C 3.206 2.520 3.089 0.084 0.028 0.108
C 4.238 2.942 4.106 -0.058 -0.101 -0.127
C 2.284 1.526 3.390 -0.123 -0.046 -0.026
C 1.297 1.093 2.499 -0.051 0.100 -0.191
P 0.169 -0.292 2.968 -0.114 -0.006 0.177
C -1.371 0.534 3.663 -0.020 0.124 -0.419
C -1.161 1.919 4.272 -0.036 -0.020 0.107
C -2.491 0.564 2.612 0.005 -0.124 0.152
C 0.815 -1.011 4.591 0.105 0.165 -0.011
C 0.693 -0.251 5.917 -0.006 -0.037 -0.009
C 2.213 -1.609 4.455 0.004 0.001 0.011
H 0.234 4.313 -3.680 -0.020 -0.005 -0.014
H 0.470 3.370 -2.206 0.114 -0.010 0.051
H -0.858 4.514 -2.300 0.003 0.009 0.001
H -0.663 2.160 -4.223 0.064 -0.100 -0.082
H -3.099 3.805 -3.356 0.043 -0.011 -0.068
H -2.966 2.738 -4.769 0.018 0.068 0.037
H -2.044 4.234 -4.697 -0.042 -0.002 0.017
H -2.448 -0.656 -2.344 0.084 -0.099 0.004
H -4.160 1.291 -3.932 0.033 -0.103 0.000
H -4.161 -0.474 -3.994 0.029 0.054 0.010
H -2.757 0.412 -4.595 -0.075 -0.006 0.030
H -4.604 1.313 -1.452 0.042 -0.049 0.039
H -3.558 0.424 -0.341 -0.034 -0.033 0.011
H -4.667 -0.448 -1.419 0.001 0.040 -0.023
H -3.654 3.374 -1.362 0.000 0.004 0.043
H -4.934 5.022 -0.167 0.001 0.004 -0.008
H -3.790 6.317 0.189 -0.030 -0.001 0.002
H -4.509 5.393 1.504 0.001 -0.002 -0.011
H -1.955 5.095 2.140 0.033 -0.064 -0.042
H -0.091 3.540 2.011 -0.014 0.039 -0.089
H 2.112 3.190 -0.034 0.003 0.010 -0.063
H 3.850 3.882 1.561 -0.035 -0.054 -0.013
H 4.638 3.929 3.875 -0.015 -0.009 0.019
H 5.075 2.240 4.120 0.000 0.016 0.015
H 3.809 2.966 5.108 0.021 0.019 0.012
H 2.324 1.080 4.376 0.012 0.118 -0.131
H -1.686 -0.162 4.446 0.049 -0.066 0.041
H -0.926 2.643 3.493 -0.093 -0.136 0.209
H -0.349 1.939 4.999 -0.047 0.019 -0.047
H -2.077 2.250 4.777 0.053 0.004 -0.047
H -2.304 1.327 1.859 -0.023 -0.005 -0.030
H -3.451 0.791 3.088 0.042 0.026 -0.024
H -2.577 -0.401 2.104 -0.006 0.042 0.011
H 0.127 -1.860 4.668 -0.082 -0.052 -0.005
H 1.358 0.613 5.976 -0.083 -0.028 0.042
H 0.975 -0.928 6.729 0.002 0.026 -0.001
H -0.324 0.085 6.116 0.065 0.008 -0.001
H 2.254 -2.291 3.610 0.102 -0.085 -0.200
H 2.466 -2.174 5.356 0.000 0.017 -0.039
H 2.975 -0.841 4.316 -0.006 -0.139 -0.014
Br 4.050 1.241 -1.429 -0.035 -0.273 0.073
C 2.300 1.237 -2.391 0.507 0.189 -0.175
Br 0.091 -0.725 -3.714 0.032 0.167 -0.023
H 2.528 0.667 -3.284 0.046 -0.128 -0.139
H 2.212 2.270 -2.711 -0.088 0.172 -0.024
C -3.124 -3.172 -0.040 0.076 -0.127 -0.047
N -2.101 -3.684 -0.942 -0.033 0.170 0.103
C -2.186 -4.836 -1.692 -0.405 0.031 0.173
C -1.064 -4.923 -2.409 0.468 -0.149 -0.071
N -0.256 -3.830 -2.094 -0.088 0.329 0.216
C -0.930 -3.036 -1.186 0.063 -0.394 -0.531
S -0.598 -1.597 -0.350 0.342 -0.337 0.305
C 0.983 -3.634 -2.787 0.260 -0.186 -0.188
C 1.056 -3.983 -4.111 -0.221 0.091 -0.001
C 2.180 -3.678 -4.875 0.157 -0.047 -0.032
C 3.195 -2.899 -4.259 -0.145 -0.077 -0.190
C 3.128 -2.625 -2.942 0.096 0.009 0.151
N 2.102 -3.124 -2.107 -0.602 -0.037 0.354
H -3.943 -3.889 -0.004 0.046 0.003 -0.033
H -3.485 -2.208 -0.390 -0.024 0.029 -0.052
H -2.708 -3.029 0.955 0.027 -0.051 0.026
H -3.037 -5.496 -1.654 0.056 0.093 0.047
H -0.748 -5.690 -3.094 0.069 0.096 0.079
H 0.183 -4.416 -4.586 0.056 0.138 -0.015
H 2.234 -3.952 -5.919 -0.032 0.039 0.055
H 4.016 -2.497 -4.841 -0.025 -0.012 0.052
H 3.906 -2.063 -2.441 -0.159 0.073 -0.018
C 3.828 -5.340 -1.379 0.150 -0.062 -0.023
Si 2.770 -3.972 -0.663 0.188 -0.268 -0.269
C 1.483 -4.816 0.396 -0.184 0.200 0.065
C 3.813 -2.707 0.197 0.083 -0.006 0.213
H 4.189 -6.023 -0.601 -0.043 0.101 -0.112
H 4.697 -4.934 -1.909 -0.113 -0.073 0.060
H 3.246 -5.925 -2.102 0.065 0.050 0.095
H 2.003 -5.552 1.022 -0.029 0.135 -0.068
H 0.747 -5.367 -0.202 0.117 0.068 0.078
H 0.953 -4.121 1.054 -0.027 -0.043 -0.084
H 4.315 -3.120 1.073 -0.060 -0.094 0.074
H 3.225 -1.851 0.526 -0.068 0.125 0.027
H 4.603 -2.344 -0.461 -0.022 0.055 -0.006
```
Forces are in eV/Å.



2.
This record from the OMol25 dataset describes a cluster of 2 separate species, C9H14 in total at a distorted geometry. The level of theory is wB97M-V/def2-TZVPD.

Calculated values
* 2S+1: 1
* SMILES: Cc1ccccc1.CC
* ΔE to the lowest compared entry with this formula, charge and spin: 71.2 kJ/mol
* total energy: -351.3031 Ha

Structure (XYZ):
```
23
Properties=species:S:1:pos:R:3:forces:R:3
C 1.546 1.948 -2.135 0.219 -0.072 -0.866
C 0.682 1.743 -0.951 -0.767 0.062 2.052
C 1.275 1.760 0.324 -0.750 0.286 0.151
C 0.464 1.683 1.462 0.756 -0.301 0.217
C -0.868 1.391 1.382 -0.370 -0.346 0.003
C -1.481 1.292 0.137 -0.106 0.039 0.635
C -0.728 1.565 -0.979 1.274 0.846 -1.301
H 1.414 1.156 -2.880 0.243 -0.132 0.254
H 2.575 1.989 -1.777 0.090 -0.160 -0.351
H 1.378 2.857 -2.717 -0.264 0.246 0.345
H 2.334 1.925 0.482 0.073 -0.029 -0.313
H 0.840 1.769 2.477 0.498 0.063 -0.279
H -1.370 1.233 2.330 -0.412 -0.018 -0.269
H -2.529 1.024 0.090 -0.051 0.281 -0.245
H -1.162 1.860 -1.932 -0.433 -0.811 -0.030
C -1.217 -3.324 0.230 -0.019 1.759 -0.087
C 0.065 -3.016 1.001 0.944 -1.570 -0.073
H -1.825 -2.411 0.332 -0.499 -0.598 0.255
H -0.988 -3.266 -0.834 0.192 -0.497 -0.109
H -1.772 -4.232 0.425 0.005 -0.057 0.358
H 0.523 -2.175 0.490 0.278 0.212 0.371
H 0.761 -3.868 0.956 0.038 0.162 -0.609
H 0.083 -2.903 2.088 -0.938 0.636 -0.108
```
Forces are in eV/Å.



Question: Among the records above, which one has the highest 2S+1?
Answer: C39H60Br2N4P2SSiTi